# C39H28F5IrOP2S3

A molecular structure, C39H28F5IrOP2S3 (the ωB97M-V functional and the def2-TZVPD basis, OMol25).

XYZ file:
```
79
Properties=species:S:1:pos:R:3:forces:R:3:lowdin_charge:R:1
Ir 0.2116 -0.1527 -0.2982 0.2 0.3 -0.4 0.790
S -0.9536 1.0037 -2.5659 -0.2 0.2 -0.1 0.286
P -0.9335 2.4660 -1.2187 0.2 -0.1 -0.3 0.408
C -0.5817 1.6896 0.3061 -0.4 -0.5 -0.4 -0.655
P -1.6918 1.1319 1.5195 0.2 0.0 0.3 0.413
S -1.9712 -0.8280 1.2076 0.1 -0.1 -0.1 0.299
C -0.8852 1.4326 3.1187 0.0 0.0 0.0 -0.344
C -1.5481 1.0789 4.2925 0.0 0.0 0.0 -0.082
C -0.9452 1.2915 5.5207 0.0 0.0 0.0 -0.076
C 0.3208 1.8638 5.5833 0.0 0.0 0.0 -0.085
C 0.9840 2.2143 4.4174 0.0 0.0 0.0 -0.085
C 0.3848 1.9936 3.1828 0.0 0.0 0.0 -0.094
C -3.2636 2.0149 1.6587 0.0 0.0 -0.1 -0.354
C -4.4682 1.3597 1.4380 0.0 0.0 0.0 -0.103
C -5.6624 2.0610 1.5388 0.0 0.0 0.0 -0.077
C -5.6492 3.4134 1.8420 0.0 0.0 0.0 -0.080
C -4.4435 4.0721 2.0540 0.0 0.0 0.0 -0.074
C -3.2517 3.3739 1.9693 0.0 0.0 0.0 -0.081
C 0.4084 3.6502 -1.4946 0.1 -0.1 0.0 -0.361
C 0.7764 3.9787 -2.7952 0.0 0.0 0.0 -0.086
C 1.8186 4.8652 -3.0156 0.0 0.0 0.0 -0.072
C 2.4992 5.4207 -1.9398 0.0 0.0 0.0 -0.079
C 2.1350 5.0946 -0.6414 0.0 0.0 0.0 -0.074
C 1.0910 4.2081 -0.4183 0.0 0.0 0.0 -0.091
C -2.4549 3.4481 -1.3238 0.1 0.1 0.2 -0.336
C -2.4276 4.8306 -1.1534 0.0 0.0 0.0 -0.078
C -3.6018 5.5646 -1.2373 0.0 0.0 0.0 -0.081
C -4.8055 4.9194 -1.4776 0.0 0.0 0.0 -0.083
C -4.8375 3.5400 -1.6373 0.0 0.0 0.0 -0.077
C -3.6658 2.8040 -1.5670 0.0 0.0 0.0 -0.102
H -2.5355 0.6345 4.2389 0.0 0.0 0.0 0.111
H -1.4613 1.0162 6.4311 0.0 0.0 0.0 0.105
H 0.7897 2.0334 6.5440 0.0 0.0 0.0 0.104
H 1.9720 2.6539 4.4651 0.0 0.0 0.0 0.107
H 0.9049 2.2391 2.2652 0.0 0.0 0.0 0.086
H -4.4614 0.3067 1.1861 0.0 0.0 0.0 0.068
H -6.6018 1.5507 1.3709 0.0 0.0 0.0 0.107
H -6.5803 3.9609 1.9120 0.0 0.0 0.0 0.106
H -4.4354 5.1292 2.2854 0.0 0.0 0.0 0.109
H -2.3086 3.8825 2.1373 0.0 0.0 0.0 0.116
H 0.2592 3.5184 -3.6284 0.0 0.0 0.0 0.094
H 2.1096 5.1140 -4.0277 0.0 0.0 0.0 0.105
H 3.3235 6.0997 -2.1148 0.0 0.0 0.0 0.103
H 2.6700 5.5217 0.1969 0.0 0.0 0.0 0.104
H 0.8079 3.9369 0.5918 0.0 0.0 0.0 0.089
H -1.4873 5.3337 -0.9668 0.0 0.0 0.0 0.103
H -3.5764 6.6400 -1.1174 0.0 0.0 0.0 0.104
H -5.7215 5.4922 -1.5469 0.0 0.0 0.0 0.105
H -5.7771 3.0365 -1.8240 0.0 0.0 0.0 0.109
H -3.6774 1.7304 -1.7108 0.0 0.0 0.0 0.093
F 7.0915 -0.6188 -1.4005 -0.1 0.0 0.0 0.121
C 5.7751 -0.8198 -1.5040 0.0 0.0 0.0 -0.142
C 4.8824 0.1601 -1.1144 0.0 0.1 0.0 -0.144
F 5.3364 1.3197 -0.6271 0.0 0.0 0.0 0.117
C 3.5220 -0.0602 -1.2312 -0.1 0.1 0.0 -0.236
F 2.7101 0.9374 -0.8336 0.1 0.0 -0.1 0.033
C 2.9897 -1.2442 -1.7292 0.1 -0.1 0.1 -0.512
S 1.2787 -1.5651 -1.9473 -0.4 0.4 0.3 0.581
C 3.9220 -2.2113 -2.1051 0.0 -0.1 0.0 -0.244
F 3.5012 -3.3863 -2.5873 0.0 0.1 0.0 0.081
C 5.2856 -2.0133 -2.0027 0.1 -0.1 0.0 -0.144
F 6.1375 -2.9728 -2.3778 0.0 0.1 0.0 0.119
C 1.7929 -1.5468 3.7487 0.0 0.0 0.0 0.017
C 1.6180 -1.8273 2.2799 0.0 0.1 0.2 -0.367
O 1.5700 -0.8914 1.4946 0.1 -0.2 0.2 -0.069
C 1.5138 -3.2456 1.8509 0.1 -0.1 0.0 -0.158
C 0.6531 -3.6247 0.8270 -0.1 0.1 0.0 -0.052
C 0.5777 -4.9514 0.4352 0.0 0.0 0.0 -0.057
C 1.3749 -5.9049 1.0516 0.0 0.0 0.0 -0.072
C 2.2397 -5.5335 2.0727 0.0 0.0 0.0 -0.074
C 2.2986 -4.2123 2.4815 0.0 0.0 0.0 -0.030
H 1.5603 -0.5037 3.9483 0.0 0.0 0.0 0.067
H 2.8293 -1.7349 4.0385 0.0 0.0 0.0 0.094
H 1.1572 -2.2013 4.3448 0.0 0.0 0.0 0.100
H 0.0315 -2.8817 0.3450 0.0 -0.1 0.1 0.030
H -0.0943 -5.2361 -0.3629 0.0 0.0 0.0 0.111
H 1.3221 -6.9385 0.7358 0.0 0.0 0.0 0.105
H 2.8667 -6.2734 2.5520 0.0 0.0 0.0 0.104
H 2.9766 -3.9283 3.2754 0.0 0.0 0.0 0.110
```
Positions in Å, forces in eV/Å.

Its spin multiplicity is 5. For the total energy, the calculation gives -4059.0729 hartree. Its HOMO energy (spin up / spin down) is -6.56 / -7.67 eV. Its expectation value of S² is 6.017.